(1)
Formula: C7H18ClErI2OP2
Source: the OMol25 dataset
Level of theory: wB97M-V/def2-TZVPD

```
32
Properties=species:S:1:pos:R:3
I 0.005 -1.392 -2.879
I 0.004 1.467 -3.374
Er 0.003 0.800 -0.212
P -2.928 0.075 -0.236
C -4.305 -0.151 -1.423
C -3.623 -1.112 1.045
H -4.725 -1.055 0.834
H -4.694 1.346 0.963
H -3.277 -1.090 2.124
H -3.174 1.825 1.709
H -4.159 -1.166 -1.853
H -3.547 -2.167 0.767
C -3.642 1.477 0.762
H -5.194 -0.129 -0.702
H -3.683 2.369 0.123
H -4.183 0.724 -2.102
P 2.930 0.062 -0.213
C 4.315 -0.171 -1.389
C 3.646 1.458 0.791
H 3.258 -1.110 2.146
H 4.713 -1.079 0.870
H 3.529 -2.186 0.790
C 3.609 -1.132 1.070
H 3.169 1.807 1.734
H 4.695 1.322 0.999
H 5.200 -0.157 -0.664
H 4.202 0.703 -2.070
H 3.698 2.349 0.154
H 4.171 -1.184 -1.823
Cl -0.003 1.548 2.199
O -0.007 -2.577 0.102
C -0.003 -1.475 -0.244
```

DFT total energy: -3105.5147 hartree
total charge: +2
HOMO level (spin up / spin down): -16.6 / -16.6 eV
spin multiplicity: 4
LUMO level (spin up / spin down): -10.49 / -10.49 eV
M: 636.689 g mol⁻¹
⟨S²⟩: 3.753
frontier orbital gap (spin up / spin down): 6.15 / 6.15 eV

Löwdin atomic charge list, values in e, 5 entries:
1 I 0.64
2 I 0.41
3 Er 0.52
4 P 0.74
5 C -0.25



(2)
Formula: C8H10BBrClF5IO6S2
Source: the OMol25 dataset
Level of theory: wB97M-V/def2-TZVPD

```
35
Properties=species:S:1:pos:R:3
C -1.455 3.691 0.812
C -1.989 2.905 -0.505
B -1.406 1.350 -0.632
O -2.356 0.376 -1.132
C 0.126 1.097 -0.144
C 1.167 2.137 -0.886
Cl 2.354 2.704 0.452
S 2.228 1.356 -2.201
O 3.620 2.012 -2.070
O 1.757 1.740 -3.623
O 2.479 -0.296 -1.989
C 1.273 -0.996 -1.521
I -0.078 -1.174 -3.212
C 0.651 -0.434 -0.138
S -0.546 -1.644 0.704
O -1.456 -2.368 -0.271
O -1.325 -0.963 1.853
C 0.456 -3.014 1.575
F 1.776 -3.190 0.984
F 0.685 -2.479 2.944
C -0.405 -4.406 1.756
F -1.815 -4.184 1.996
F 0.124 -5.224 2.944
F -0.142 -5.271 0.602
H -2.322 4.398 1.155
H -1.197 3.005 1.704
H -0.556 4.375 0.491
H -3.150 2.920 -0.618
H -1.547 3.467 -1.439
H -3.001 0.876 -1.715
H 0.155 1.436 0.982
H 0.653 3.074 -1.318
H 1.637 -2.088 -1.283
H 1.562 -0.428 0.612
Br 2.043 -4.760 3.129
```

DFT total energy: -5414.4558 hartree
total charge: -1
HOMO level: -2.7 eV
LUMO level: 1.41 eV
M: 614.359 g mol⁻¹
ΔE to the lowest compared entry with this formula, charge and spin: 144.4 kcal per mole
frontier orbital gap: 4.08 eV

Löwdin atomic charge list, values in e, 5 entries:
1 C -0.13
2 C -0.17
3 B -0.42
4 O 0.02
5 C -0.24



Number 1: maximum force 5.872 eV/A. Number 2: maximum force 9.812 eV/A.